ORCA calculation (ωB97M-V/def2-TZVPD) on a cluster of 10 separate species, C13H41N11O18Si in total.

## Properties
* SMILES string: C[N+](=O)[O-].C[N+](=O)[O-].C[N+](=O)[O-].C[N+](=O)[O-].C[N+](=O)[O-].C[N+](=O)[O-].C[N+](=O)[O-].C[N+](=O)[O-].C[N+](=O)[O-].CCCN[SiH2]CN
* Kohn-Sham gap: 8.038 eV
* LUMO level: -0.20 eV
* HOMO: -8.2 eV

Geometry as XYZ:
```
84
Properties=species:S:1:pos:R:3:forces:R:3:lowdin_charge:R:1
C -1.428 0.225 1.338 0.32 0.05 -0.07 -0.103
C -0.893 -0.461 0.082 0.02 0.21 -0.07 -0.258
C 0.633 -0.681 0.129 0.26 0.12 0.00 -0.288
N 1.108 -2.067 0.183 -0.30 -0.08 -0.11 -0.178
Si 0.741 -3.101 1.518 0.04 -0.01 -0.09 0.570
C 2.100 -3.070 2.799 -0.01 -0.16 0.31 -0.398
N 2.256 -1.688 3.308 -0.11 0.11 -0.22 -0.048
H -0.847 1.141 1.480 -0.13 0.00 0.13 0.045
H -2.479 0.503 1.253 0.01 -0.14 -0.01 0.053
H -1.275 -0.406 2.217 -0.10 0.05 -0.01 0.055
H -1.099 0.187 -0.773 -0.19 -0.09 -0.07 0.070
H -1.412 -1.402 -0.116 0.05 0.01 0.04 0.096
H 1.047 -0.156 0.996 -0.04 -0.06 -0.02 0.086
H 1.092 -0.214 -0.749 0.00 -0.03 0.06 0.103
H 0.991 -2.523 -0.712 0.04 0.02 -0.01 0.059
H 0.586 -4.480 0.982 0.01 0.03 0.01 -0.043
H -0.514 -2.690 2.199 0.02 -0.05 0.03 -0.027
H 3.044 -3.457 2.403 -0.05 0.01 -0.02 0.045
H 1.829 -3.755 3.612 0.07 0.02 -0.02 0.065
H 2.069 -1.628 4.298 0.09 -0.01 0.03 0.053
H 3.182 -1.333 3.119 -0.03 0.00 0.08 0.021
C 5.005 0.348 5.874 -0.04 0.07 0.01 0.057
N 4.806 0.431 4.401 0.01 0.01 0.04 -0.440
O 4.217 1.390 3.956 -0.04 0.06 -0.01 0.078
O 5.245 -0.486 3.736 0.10 -0.10 -0.04 0.042
H 4.558 1.226 6.323 0.00 0.00 0.00 0.098
H 4.529 -0.569 6.206 0.02 -0.02 0.00 0.102
H 6.075 0.298 6.050 0.00 -0.03 0.00 0.101
C -5.025 0.834 -2.539 0.10 -0.02 0.02 0.046
N -4.463 0.489 -1.202 0.03 0.07 -0.12 -0.439
O -3.967 -0.607 -1.061 -0.02 -0.08 0.05 0.068
O -4.531 1.340 -0.337 0.00 0.03 0.03 0.050
H -4.881 -0.015 -3.192 0.00 0.02 0.03 0.074
H -6.078 1.058 -2.401 0.00 0.01 0.01 0.102
H -4.495 1.714 -2.892 -0.01 0.02 -0.01 0.092
C 6.479 -3.387 2.015 0.04 -0.03 -0.07 0.045
N 6.091 -4.813 2.215 -0.05 0.15 0.00 -0.455
O 6.580 -5.647 1.485 0.05 -0.04 -0.03 0.069
O 5.296 -5.035 3.104 -0.03 -0.06 0.06 0.054
H 7.184 -3.341 1.194 0.00 0.00 0.00 0.093
H 5.569 -2.832 1.802 0.00 0.01 0.03 0.089
H 6.912 -3.039 2.947 -0.04 0.02 0.01 0.097
C 1.998 2.785 2.372 0.15 -0.10 0.16 0.019
N 1.190 3.765 1.611 0.18 0.05 -0.14 -0.434
O 1.505 4.940 1.675 -0.01 0.03 0.04 0.053
O 0.268 3.342 0.949 -0.22 -0.02 0.06 0.041
H 2.767 3.338 2.894 0.04 -0.03 0.04 0.089
H 1.338 2.280 3.071 -0.05 -0.01 -0.05 0.092
H 2.425 2.080 1.665 -0.09 0.02 -0.03 0.078
C -5.748 -2.026 -6.488 -0.02 0.02 0.09 0.031
N -6.014 -0.663 -5.950 -0.01 0.04 0.00 -0.442
O -6.526 -0.574 -4.849 -0.05 -0.07 -0.02 0.044
O -5.703 0.277 -6.645 0.02 0.02 -0.05 0.076
H -6.072 -2.746 -5.748 0.01 0.00 0.00 0.084
H -6.295 -2.117 -7.420 0.03 0.01 -0.02 0.096
H -4.681 -2.100 -6.674 0.00 0.01 -0.03 0.108
C -0.620 2.984 -1.836 0.02 -0.04 -0.02 0.031
N -1.490 2.616 -2.986 -0.02 0.06 0.04 -0.443
O -1.509 1.456 -3.344 -0.02 -0.07 0.01 0.057
O -2.147 3.506 -3.490 -0.01 0.00 0.01 0.056
H -0.107 2.096 -1.494 0.02 -0.03 0.01 0.071
H 0.081 3.740 -2.178 -0.03 0.04 -0.01 0.095
H -1.263 3.394 -1.066 -0.02 0.03 0.00 0.097
C -0.720 4.994 4.297 -0.01 -0.06 -0.02 0.053
N 0.207 4.547 5.376 -0.04 0.01 -0.02 -0.442
O 0.773 3.481 5.238 0.01 -0.03 -0.04 0.053
O 0.335 5.283 6.328 0.00 0.04 0.03 0.070
H -0.748 4.234 3.526 -0.01 -0.01 0.01 0.081
H -1.694 5.133 4.756 0.00 0.04 0.01 0.103
H -0.341 5.939 3.919 0.00 0.01 0.00 0.103
C 4.619 4.454 -1.174 0.08 0.00 0.02 0.056
N 3.698 3.384 -0.711 -0.21 -0.12 0.05 -0.428
O 4.128 2.546 0.056 0.05 0.12 -0.13 0.069
O 2.556 3.425 -1.127 0.17 -0.02 0.03 0.056
H 5.586 4.284 -0.718 0.01 0.01 -0.01 0.096
H 4.662 4.393 -2.257 -0.02 0.02 0.00 0.102
H 4.181 5.399 -0.867 -0.01 0.01 -0.02 0.104
C -7.158 -6.428 -6.900 0.00 0.01 -0.07 0.051
N -5.990 -5.510 -6.805 0.02 -0.01 0.01 -0.447
O -5.816 -4.711 -7.703 -0.06 -0.02 -0.07 0.050
O -5.286 -5.617 -5.826 0.00 0.00 0.06 0.073
H -7.685 -6.211 -7.821 0.00 0.00 0.00 0.094
H -6.770 -7.442 -6.883 0.00 0.00 0.03 0.101
H -7.775 -6.250 -6.024 0.01 -0.02 0.02 0.102
```
Positions in Å, forces in eV/Å.


ORCA calculation (ωB97M-V/def2-TZVPD) on a cluster of 12 separate species, C13H42F3O22S4 in total in a non-equilibrium geometry.

## Properties
* ⟨S²⟩: 0.77
* Kohn-Sham gap (spin up / spin down): 10.294 / 4.034 eV
* LUMO level (spin up / spin down): -0.58 / -6.82 eV
* spin multiplicity: 2
* HOMO (spin up / spin down): -10.9 / -10.8 eV

Geometry as XYZ:
```
84
Properties=species:S:1:pos:R:3:forces:R:3:lowdin_spin:R:1
C -0.625 1.225 -1.450 0.02 -1.79 -0.37 -0.010
F -0.078 2.297 -0.885 -0.63 -1.07 -0.13 -0.002
F 0.000 0.951 -2.607 -0.20 0.84 0.04 -0.003
F -0.441 0.100 -0.718 -0.36 1.39 0.26 -0.003
S -2.495 1.283 -1.896 -0.70 1.26 0.92 -0.056
O -2.724 -0.009 -2.525 0.48 -0.02 0.09 0.380
O -3.325 1.453 -0.684 1.85 -0.05 -1.91 0.325
O -2.659 2.331 -2.890 0.72 -0.47 0.80 0.320
O 1.822 3.959 4.383 -0.48 -1.52 -0.61 0.000
S 1.492 2.921 3.429 0.92 -0.63 0.21 0.000
O 2.221 1.598 3.441 -2.18 3.55 -0.32 0.000
O -0.141 2.685 3.558 1.34 -0.59 -0.35 0.000
C -0.742 1.564 2.821 -0.16 -0.24 -0.11 0.000
C -1.832 0.907 3.634 0.81 -0.16 1.14 0.000
C 1.502 3.742 1.786 -0.23 -1.00 0.61 0.000
H -0.003 0.808 2.560 0.30 0.17 0.14 0.000
H -1.192 1.931 1.899 0.20 0.47 -0.14 0.000
H -2.624 1.596 3.927 -0.18 -0.25 -0.40 0.000
H -1.383 0.541 4.557 0.11 0.19 0.25 0.000
H -2.146 -0.034 3.183 -0.45 0.38 -0.45 0.000
H 1.122 2.918 1.183 0.20 0.35 -0.55 0.000
H 2.473 4.125 1.472 0.16 -0.55 0.31 0.000
H 0.808 4.583 1.814 -0.16 -0.27 0.31 0.000
O 6.658 2.367 0.584 -2.76 0.07 1.35 0.000
S 5.437 2.442 1.424 1.42 -0.66 -0.22 0.000
O 5.033 3.713 1.992 -0.21 -1.38 -1.11 0.000
O 4.123 1.743 0.610 1.98 2.83 1.53 0.000
C 4.354 0.668 -0.251 -1.04 -1.51 -0.39 0.000
C 3.301 -0.352 0.173 -0.18 -0.68 -0.28 0.000
C 5.634 1.217 2.795 -0.46 1.08 -1.70 0.000
H 5.363 0.257 -0.264 0.13 0.13 0.62 0.000
H 4.189 0.933 -1.296 -0.14 0.51 -0.04 0.000
H 3.369 -1.212 -0.494 -0.01 -0.31 0.23 0.000
H 2.263 -0.022 0.132 0.04 0.63 -0.57 0.000
H 3.324 -0.647 1.222 0.77 -0.20 -0.02 0.000
H 6.408 1.638 3.438 -0.07 -0.27 -0.07 0.000
H 5.927 0.340 2.218 0.15 -0.21 0.57 0.000
H 4.655 1.123 3.265 0.15 -0.02 0.07 0.000
O -1.630 -3.177 3.238 2.07 -0.29 -1.32 0.000
S -0.567 -3.171 2.218 -0.68 1.25 0.51 0.000
O 0.367 -2.043 2.158 -1.02 -2.21 0.22 0.000
O 0.274 -4.596 2.208 -0.35 3.16 -0.62 0.000
C -0.304 -5.704 2.811 -0.31 -2.78 1.35 0.000
C 0.389 -5.954 4.176 -0.27 0.92 -0.83 0.000
C -1.410 -3.285 0.633 0.14 -0.41 0.27 0.000
H -0.132 -6.586 2.195 0.37 0.23 -0.49 0.000
H -1.393 -5.664 2.851 -0.01 0.48 0.39 0.000
H 0.072 -5.115 4.796 0.16 -0.29 0.51 0.000
H 1.460 -5.867 3.996 0.04 0.08 0.04 0.000
H 0.235 -6.929 4.638 -0.48 0.15 -0.12 0.000
H -1.659 -2.327 0.178 0.43 0.18 0.38 0.000
H -2.355 -3.781 0.852 0.21 -0.34 -0.19 0.000
H -0.733 -3.865 0.005 -0.30 -0.03 -0.17 0.000
O -4.906 -1.153 -1.436 -0.08 -0.22 -0.12 0.041
H -4.048 -0.730 -1.421 -0.15 -0.08 -0.07 -0.003
H -4.977 -1.582 -0.583 -0.27 -0.13 0.20 0.000
O -4.753 0.310 1.337 -0.14 -0.11 0.34 0.006
H -4.146 0.639 0.674 -0.11 0.14 0.01 -0.001
H -4.549 -0.622 1.408 0.00 -0.21 0.28 0.000
O -3.718 1.411 -5.378 0.02 -0.38 -0.04 0.003
H -3.771 1.642 -6.306 -0.06 0.03 -0.30 0.000
H -2.972 1.910 -5.048 0.22 0.14 0.00 -0.001
O -5.208 3.200 -3.749 -0.35 0.43 0.17 0.002
H -4.314 2.873 -3.656 -0.27 0.02 -0.02 -0.001
H -5.570 2.704 -4.483 0.03 -0.18 -0.13 0.000
O 2.654 2.323 -3.983 -0.01 0.20 -0.08 0.000
H 2.874 1.425 -4.230 0.13 -0.22 -0.11 0.000
H 2.059 2.228 -3.239 -0.10 -0.01 0.20 0.000
O -3.959 4.592 -1.214 -0.40 -0.15 -0.11 0.000
H -3.817 4.567 -0.268 0.03 0.09 0.25 0.000
H -3.080 4.546 -1.590 0.37 0.16 0.05 0.000
O -1.027 4.773 -1.574 -0.17 -0.03 0.06 0.002
H -0.869 4.973 -2.497 0.05 0.24 -0.32 0.000
H -0.279 4.236 -1.314 0.15 0.11 0.10 0.000
C 1.015 -2.505 -3.681 -0.45 -0.16 -0.08 0.000
C 0.031 -3.583 -4.160 0.66 1.11 0.63 0.000
O -0.029 -4.414 -2.991 -1.61 -1.39 -0.25 0.000
C 0.974 -4.244 -2.157 3.09 -1.37 2.00 0.000
O 1.338 -4.956 -1.188 -2.05 2.90 -3.65 0.000
O 1.708 -3.183 -2.628 0.31 0.34 0.65 0.000
H 0.472 -1.628 -3.329 0.07 -0.03 0.50 0.000
H 1.693 -2.141 -4.453 0.25 -0.41 0.16 0.000
H 0.451 -4.082 -5.033 -0.39 -0.52 0.22 0.000
H -0.956 -3.149 -4.325 0.06 -0.41 -0.20 0.000
```
Positions in Å, forces in eV/Å.


Computed energy, in the same sequence as the records: -75244.88722; -110693.47031 eV.